[1]
# C40H107N9O11

A 9-piece molecular cluster, C40H107N9O11 overall at a distorted geometry (the ωB97M-V functional and the def2-TZVPD basis, the Open Molecules 2025 dataset).

Structure (ORCA input):
```
! RIJCOSX wB97M-V def2-TZVPD def2/J DEFGRID3
* xyz -1 2
C -3.4806 0.6474 3.2251
C -4.0968 1.6413 2.3641
C -3.2503 2.9403 2.3138
O -3.6758 3.8437 1.3347
C -4.8254 4.5621 1.6940
N -4.1832 0.9664 1.0814
H -4.0595 -0.2607 3.3934
H -3.4372 0.9366 4.2751
H -2.4415 0.4266 2.9809
H -5.1248 1.7580 2.7071
H -2.2310 2.6957 2.0147
H -3.1190 3.4434 3.2718
H -5.2022 5.0873 0.8163
H -4.7767 5.2686 2.5226
H -5.5838 3.8284 1.9670
H -3.3167 0.4916 0.8718
H -4.2642 1.6733 0.3645
C -8.1828 -3.1063 2.3993
C -7.0210 -3.5947 1.5522
C -5.7222 -3.1391 2.1190
O -4.6629 -3.6448 1.2676
C -3.4455 -3.0482 1.5669
N -7.0919 -5.0641 1.5943
H -8.0584 -3.3334 3.4581
H -9.1622 -3.4876 2.1103
H -8.3208 -2.0253 2.4204
H -7.2021 -3.2218 0.5441
H -5.6664 -3.6125 3.0993
H -5.6724 -2.0549 2.2193
H -3.4304 -2.0088 1.2392
H -2.6773 -3.5733 0.9992
H -3.2219 -3.2052 2.6221
H -7.2028 -5.0743 2.5982
H -6.1087 -5.2925 1.5588
C 2.3920 5.7051 3.1095
C 2.3938 4.3441 2.3110
C 1.8589 3.1973 3.1349
O 0.5879 3.5374 3.6543
C -0.0524 2.4198 4.3112
N 1.6052 4.4587 1.1072
H 3.0680 5.4656 3.9303
H 1.3796 5.8267 3.4946
H 2.6650 6.6510 2.6417
H 3.4033 4.0723 2.0027
H 2.6186 2.8862 3.8519
H 1.7964 2.3628 2.4365
H -0.3479 1.6954 3.5523
H -1.0324 2.6602 4.7236
H 0.5826 1.9102 5.0360
H 1.6026 5.4236 0.8091
H 0.7070 4.2133 1.4986
C -0.9735 -0.6417 -4.5329
C -0.3196 -1.8282 -5.2246
C 0.5258 -2.6952 -4.2334
O 1.3627 -1.9378 -3.3801
C 2.2036 -2.6956 -2.4843
N -1.4358 -2.6577 -5.7076
H -1.4009 -0.0512 -5.3432
H -0.2048 -0.0342 -4.0552
H -1.7267 -0.9778 -3.8202
H 0.2783 -1.5679 -6.0980
H 1.0484 -3.5015 -4.7480
H -0.2380 -3.0895 -3.5630
H 2.8238 -3.3298 -3.1177
H 1.5811 -3.3138 -1.8375
H 2.9162 -2.1380 -1.8765
H -2.2627 -2.5519 -5.1374
H -1.6937 -2.3550 -6.6360
C 1.3788 -1.5802 0.7587
C -0.0808 -1.2058 0.4001
C -0.1434 0.2993 -0.0189
O -1.4384 0.8635 -0.1629
C -1.4573 2.2363 -0.5204
N -0.6419 -2.0125 -0.6767
H 2.0987 -1.4440 -0.0483
H 1.5155 -2.6252 1.0369
H 1.7399 -0.8740 1.5063
H -0.6690 -1.2745 1.3152
H 0.4231 0.5006 -0.9281
H 0.2683 0.8967 0.7946
H -0.9133 2.7667 0.2612
H -2.4908 2.5442 -0.6792
H -0.8528 2.3767 -1.4164
H -0.0362 -1.9886 -1.4845
H -1.4891 -1.5339 -0.9474
C -2.3108 -8.3571 4.0744
C -2.0866 -6.9207 3.6371
C -1.2342 -6.8899 2.3543
O -1.0005 -5.5560 2.0261
C -0.3406 -5.3362 0.8208
N -3.4030 -6.2980 3.4172
H -1.4105 -8.8892 4.3815
H -2.6371 -8.9214 3.2008
H -3.1102 -8.4543 4.8090
H -1.6135 -6.3963 4.4673
H -1.7861 -7.4095 1.5710
H -0.2753 -7.3741 2.5389
H 0.4790 -6.0402 0.6766
H 0.0917 -4.3413 0.9274
H -1.0480 -5.3164 -0.0083
H -3.9694 -6.8311 2.7729
H -3.4542 -5.3733 3.0142
C 2.5699 1.2308 -4.0110
C 1.6710 2.5099 -4.3286
C 2.2650 3.7966 -3.6788
O 1.4779 4.9467 -4.2039
C 1.4975 6.0780 -3.3355
N 1.5998 2.7233 -5.7488
H 2.2963 0.7619 -3.0658
H 3.6416 1.4233 -4.0622
H 2.4764 0.3490 -4.6448
H 0.6874 2.3137 -3.9018
H 3.3225 3.9226 -3.9112
H 2.1005 3.6906 -2.6065
H 0.8222 6.8808 -3.6312
H 2.4799 6.5490 -3.3684
H 1.2934 5.9019 -2.2793
H 2.5396 2.6209 -6.1044
H 1.2797 1.8389 -6.1170
C 10.0936 -2.8878 -2.7784
O 9.2446 -3.7648 -2.1022
C 9.8465 -4.4759 -1.0332
C 8.9022 -5.6008 -0.5187
N 7.6518 -5.1766 0.1404
C 7.8701 -4.4140 1.4224
C 6.5429 -4.1257 2.1442
O 5.6855 -3.4460 1.2308
C 4.3571 -3.1367 1.7399
H 10.1951 -2.0298 -2.1139
H 9.6463 -2.5671 -3.7193
H 11.0514 -3.3384 -3.0387
H 10.1921 -3.7430 -0.3043
H 10.7267 -4.9886 -1.4210
H 9.5028 -6.2513 0.1171
H 8.5636 -6.2061 -1.3595
H 7.2380 -4.4682 -0.4487
H 8.4092 -3.5395 1.0582
H 8.6182 -4.8753 2.0670
H 6.8356 -3.5068 2.9924
H 6.2087 -5.0919 2.5221
H 4.5594 -2.3734 2.4913
H 3.8045 -3.9825 2.1489
H 3.8493 -2.6099 0.9319
C -4.8801 3.3321 -2.7028
O -5.0726 4.4450 -1.8299
C -4.5294 5.6705 -2.2741
C -2.9008 5.7472 -2.0667
N -2.5517 5.8299 -0.6243
C -1.0349 5.7235 -0.4097
C -0.3855 7.0958 -0.2789
O 1.0005 7.0816 0.2095
C 1.4078 8.3405 0.6343
H -3.8609 3.0081 -2.4926
H -4.8354 3.6331 -3.7495
H -5.5807 2.5669 -2.3685
H -5.0330 6.3666 -1.6034
H -4.7887 5.8994 -3.3078
H -2.4699 6.5528 -2.6612
H -2.5044 4.7980 -2.4272
H -3.0738 5.0528 -0.2453
H -0.5606 5.2224 -1.2535
H -0.9173 5.1512 0.5105
H -1.0718 7.7076 0.3066
H -0.4509 7.5537 -1.2659
H 0.9395 8.5528 1.5954
H 1.1905 9.1598 -0.0510
H 2.4526 8.4040 0.9383
*
```

For the largest force on an atom, the calculation gives 0.068 hartree/bohr. The calculation puts the energy above the lowest of the compared OMol25 structures with the same formula, charge and spin at 0.00 kcal/mol. The calculation puts the HOMO energy (alpha / beta) at 0.71 / -6.78 eV.

[2]
# C18H32N6O2

A 2-piece molecular cluster, C18H32N6O2 overall at a distorted geometry (the ωB97M-V functional and the def2-TZVPD basis, the Open Molecules 2025 dataset).

Structure (ORCA input):
```
! RIJCOSX wB97M-V def2-TZVPD def2/J DEFGRID3
* xyz 0 1
C -2.6736 -0.7132 2.5225
C -2.2975 0.5596 1.7526
C -3.0858 0.7703 0.4416
C -2.7789 -0.3499 -0.5724
C -2.8429 2.1944 -0.1315
N -3.7702 2.4543 -1.2456
C -5.0263 2.8950 -1.1995
C -5.6637 3.2369 0.1336
O -5.6716 3.0335 -2.2261
C -1.3894 2.3831 -0.6149
O -1.0639 1.9850 -1.7295
N -0.4670 2.9549 0.1660
C -0.6509 3.6362 1.4470
H -3.7500 -0.7411 2.6963
H -2.1609 -0.7156 3.4850
H -2.3696 -1.6003 1.9666
H -1.2288 0.5322 1.5411
H -2.5000 1.4032 2.4126
H -4.1443 0.6944 0.6902
H -1.7040 -0.4293 -0.7404
H -3.1494 -1.3052 -0.2023
H -3.2714 -0.1471 -1.5239
H -3.0402 2.9185 0.6553
H -3.4086 2.2768 -2.1728
H -5.0854 4.0154 0.6249
H -5.7167 2.3489 0.7581
H -6.6726 3.6032 -0.0498
H 0.4753 2.8950 -0.1980
H 0.2566 4.1903 1.6940
H -0.8377 2.9143 2.2404
H -1.4791 4.3441 1.3891
C 5.6541 -4.4846 -0.7426
C 4.8591 -3.1891 -0.9396
C 3.6899 -3.4231 -1.9028
C 2.9650 -2.1048 -2.1862
C 2.6358 -1.3471 -0.9139
C 1.7038 -0.3334 -0.8769
N 1.0181 0.0416 -1.9787
N 1.3940 0.3533 0.1937
C 2.0936 0.0408 1.2502
N 1.7473 0.6645 2.3708
N 2.9989 -0.8953 1.3802
C 3.2956 -1.5894 0.2847
C 4.3269 -2.6814 0.4127
H 5.0165 -5.2737 -0.3313
H 6.4880 -4.3164 -0.0538
H 6.0617 -4.8298 -1.6979
H 5.5238 -2.4313 -1.3689
H 4.0570 -3.8413 -2.8455
H 2.9890 -4.1445 -1.4690
H 2.0506 -2.3241 -2.7468
H 3.5998 -1.4726 -2.8165
H 0.8758 -0.6661 -2.6848
H 0.2684 0.7166 -1.8109
H 0.7942 0.9862 2.3137
H 2.0301 0.1256 3.1769
H 5.1629 -2.3092 1.0115
H 3.8688 -3.5091 0.9615
*
```

For the largest force on an atom, the calculation gives 0.045 hartree/bohr. The calculation puts the energy above the lowest of the compared OMol25 structures with the same formula, charge and spin at 0.00 kcal/mol. The calculation puts the HOMO energy at -8.13 eV. As for the SMILES: CC[C@H](C)[C@H](NC(C)=O)C(=O)NC.C[C@H]1CCc2c(N)nc(N)nc2C1.

[3]
# C4H5IN4

C4H5IN4 in the gas phase at a distorted geometry (the ωB97M-V functional and the def2-TZVPD basis, the Open Molecules 2025 dataset).

Structure (ORCA input):
```
! RIJCOSX wB97M-V def2-TZVPD def2/J DEFGRID3
* xyz 0 1
N 2.2683 -0.3503 -2.4569
C 1.5419 -0.0290 -1.6260
C 0.6608 0.3523 -0.5993
C 0.2921 1.7523 -0.5055
N -0.8512 2.2409 -0.2316
N -1.9574 1.7353 0.1842
I -2.7932 -0.2696 -0.3480
C 0.2263 -0.5683 0.3155
N 0.5366 -1.8741 0.2785
H 1.0405 2.4925 -0.7650
H -2.7343 2.3381 -0.0669
H -0.3020 -0.2322 1.1946
H 0.1590 -2.5032 0.9633
H 0.9839 -2.2588 -0.5376
*
```

For the largest force on an atom, the calculation gives 0.033 hartree/bohr. The calculation puts the energy above the lowest of the compared OMol25 structures with the same formula, charge and spin at 16.20 kcal/mol. The calculation puts the HOMO energy at -8.36 eV. As for the SMILES: N#CC(/C=N\NI)=C\N.

[4]
# C12H33ClN3O3Ti

C12H33ClN3O3Ti as an isolated structure at a distorted geometry (the ωB97M-V functional and the def2-TZVPD basis, the Open Molecules 2025 dataset).

Structure (ORCA input):
```
! RIJCOSX wB97M-V def2-TZVPD def2/J DEFGRID3
* xyz 0 4
Ti 2.2832 0.6440 0.5381
Cl -0.1876 0.5765 -0.2792
C -0.3824 -3.6840 -0.3141
C -1.7883 -3.2578 -0.6453
C -2.5275 -2.7367 0.5673
O -3.8472 -2.4392 0.1473
C -4.7107 -2.1780 1.2233
N -1.7844 -2.3269 -1.7900
H 0.0663 -4.1799 -1.1760
H -0.3933 -4.4311 0.4862
H 0.2587 -2.8608 0.0116
H -2.2992 -4.1795 -0.9509
H -2.0373 -1.8411 0.9731
H -2.5812 -3.5344 1.3236
H -4.7603 -3.0400 1.9063
H -5.7060 -2.0252 0.8110
H -4.3997 -1.2999 1.8004
H -1.1073 -1.6025 -1.5492
H -2.6819 -1.8479 -1.7751
C 4.6944 -1.3897 -2.1647
C 3.1821 -1.3990 -2.2192
C 2.6477 -2.6530 -2.9097
O 3.0320 -2.7533 -4.2589
C 2.3114 -1.9134 -5.1162
N 2.6138 -1.3007 -0.8543
H 5.0607 -2.2244 -1.5629
H 5.0548 -0.4508 -1.7450
H 5.0913 -1.4978 -3.1733
H 2.8051 -0.5475 -2.7869
H 1.5496 -2.6781 -2.8303
H 3.0354 -3.5457 -2.4084
H 2.4509 -0.8423 -4.9096
H 1.2362 -2.1248 -5.0786
H 2.6842 -2.0623 -6.1284
H 2.8277 -2.1667 -0.3612
H 1.5919 -1.2988 -0.9468
C -2.1610 3.0532 3.4245
C -1.0641 3.8534 2.7530
C -0.4054 4.8578 3.6566
O 0.5348 5.6452 2.9491
C 0.0021 6.7764 2.3075
N -0.0287 2.9430 2.2241
H -2.5616 2.3195 2.7222
H -2.9899 3.7222 3.6780
H -1.8555 2.5349 4.3327
H -1.5004 4.3964 1.8997
H 0.1227 4.3561 4.4689
H -1.1665 5.5288 4.0801
H -0.2261 6.5692 1.2559
H 0.7182 7.5951 2.3725
H -0.9256 7.1154 2.7886
H 0.6801 3.4706 1.7225
H -0.4563 2.3557 1.5103
*
```

For the largest force on an atom, the calculation gives 0.024 hartree/bohr. The calculation puts the energy above the lowest of the compared OMol25 structures with the same formula, charge and spin at 27.32 kcal/mol. The calculation puts the HOMO energy (alpha / beta) at -6.47 / -9.00 eV.

[5]
# C4H5NS2

C4H5NS2 in the gas phase at a distorted geometry (the ωB97M-V functional and the def2-TZVPD basis, the Open Molecules 2025 dataset).

Structure (ORCA input):
```
! RIJCOSX wB97M-V def2-TZVPD def2/J DEFGRID3
* xyz 0 1
H -1.1749 2.2557 0.9672
N -0.3123 1.9173 1.3866
C 0.2642 1.1166 0.6884
C 1.4050 0.2226 0.6966
C 0.3848 0.0683 -0.4631
C -0.6536 -0.9502 -0.4990
S -0.9578 -1.9095 0.7479
S -1.5997 -0.9247 -2.0189
H 2.2916 0.5472 0.4062
H 1.3827 -0.5473 1.4020
H 0.8008 0.4654 -1.2852
H -1.8308 -2.2613 -2.0288
*
```

For the largest force on an atom, the calculation gives 0.084 hartree/bohr. The calculation puts the energy above the lowest of the compared OMol25 structures with the same formula, charge and spin at 68.15 kcal/mol. The calculation puts the HOMO energy at -8.87 eV. As for the SMILES: [H]/N=C1/C[C@H]1C(=S)S.

[6]
# C28H43BrCdN2P2S

C28H43BrCdN2P2S as an isolated structure at a distorted geometry (the ωB97M-V functional and the def2-TZVPD basis, the Open Molecules 2025 dataset).

Structure (ORCA input):
```
! RIJCOSX wB97M-V def2-TZVPD def2/J DEFGRID3
* xyz 2 1
N 6.5021 -1.7272 -3.8683
C 5.5731 -2.6661 -3.6708
C 4.4835 -2.4699 -2.7906
C 4.2625 -1.1517 -2.2689
C 5.3865 -0.2766 -2.3349
C 6.4528 -0.5762 -3.1980
C 2.9776 -0.6508 -1.7580
Cd 0.9390 0.9386 -0.7306
P -1.3927 2.9061 -0.7441
C 2.3994 0.5598 -2.2768
C 1.7756 0.5220 -3.6463
C 1.6987 1.7217 -4.3760
C 0.8057 1.8395 -5.4295
C -0.0354 0.7451 -5.7362
C 0.2730 -0.5250 -5.2328
C 1.2232 -0.6475 -4.2087
Br -1.4697 0.8993 -6.8891
H 2.5341 -1.2008 -0.9414
H 2.9082 1.5327 -2.0837
H 3.7871 -3.2857 -2.5928
H 5.4030 0.6511 -1.7680
H 5.6829 -3.6182 -4.2035
H 7.2583 0.1483 -3.3687
H 2.3309 2.5642 -4.0552
H 1.5033 -1.6420 -3.8300
H 0.6987 2.7914 -5.9599
H -0.2233 -1.3956 -5.6446
P 2.2321 1.1629 1.7306
C -1.3593 1.9310 -2.2751
C -2.3423 2.5200 -3.3029
H -1.6423 0.8976 -2.0236
H -0.3404 1.9371 -2.6974
H -2.4061 1.8710 -4.1823
H -3.3443 2.6242 -2.8695
H -2.0079 3.5046 -3.6498
C 0.0442 3.9860 -0.5329
C -0.3633 5.4460 -0.2202
H 0.6170 3.9537 -1.4756
H 0.6807 3.5892 0.2762
H 0.5057 6.1094 -0.3387
H -1.1572 5.7934 -0.8977
H -0.7291 5.5503 0.8119
C -1.7360 1.9424 0.7614
C -3.0798 2.3319 1.4148
H -0.9035 2.1115 1.4652
H -1.7322 0.8751 0.4868
H -3.1398 1.9077 2.4243
H -3.1926 3.4207 1.4989
H -3.9319 1.9352 0.8489
C 1.0115 0.9829 3.1211
C 1.6424 0.7118 4.4741
H 0.3349 0.1748 2.8254
H 0.4152 1.8932 3.1907
H 2.1156 -0.2729 4.5255
H 2.3926 1.4679 4.7316
H 0.9016 0.7563 5.2734
C 2.6340 2.9668 1.9818
C 3.5422 3.5194 0.8787
H 3.1669 3.0578 2.9450
H 1.6863 3.5336 2.0547
H 4.5513 3.0953 0.9782
H 3.2060 3.2970 -0.1443
H 3.6318 4.6056 0.9689
C 3.7442 0.4403 2.5035
C 3.9279 -1.0829 2.4976
H 3.7327 0.7957 3.5480
H 4.5835 0.9037 1.9772
H 4.8092 -1.3309 1.8905
H 4.1177 -1.4482 3.5143
H 3.0737 -1.6564 2.1133
S -1.0142 -3.0809 1.2870
C -1.4861 -2.8081 -0.3655
C -0.6756 -1.8563 -0.9270
N 0.1760 -1.2227 -0.0269
C 0.1842 -1.8657 1.1574
H -2.2898 -3.3290 -0.8570
H -0.6601 -1.5775 -1.9816
H 0.9107 -1.7128 1.9570
*
```

For the largest force on an atom, the calculation gives 0.060 hartree/bohr. The calculation puts the energy above the lowest of the compared OMol25 structures with the same formula, charge and spin at 61.00 kcal/mol. The calculation puts the HOMO energy (alpha / beta) at -12.87 / -12.87 eV.